Entry 1:
Entry from the OMol25 dataset: the molecule C21H21N3O5 (ωB97M-V/def2-TZVPD).

- Energy above the lowest of the compared OMol25 structures with the same formula, charge and spin: 3.732 eV
- Structure (SMILES): COc1cc(NC(=O)Cn2ncc3c2-c2ccccc2OC3)cc(OC)c1OC
- HOMO level: -7.731 eV
- Lowest unoccupied orbital energy: 0.37 eV
- DFT total energy: -36824.0301 eV

Structure (ORCA input):
```
! RIJCOSX wB97M-V def2-TZVPD def2/J DEFGRID3
* xyz 0 1
C 5.375 2.457 -1.613
O 5.402 1.270 -0.863
C 4.226 0.777 -0.360
C 3.007 1.428 -0.518
C 1.847 0.911 0.043
N 0.651 1.619 -0.167
C -0.575 1.382 0.366
O -0.850 0.513 1.156
C -1.629 2.376 -0.162
N -2.952 1.934 0.159
N -3.725 2.716 0.914
C -4.831 2.037 1.161
C -4.772 0.779 0.561
C -3.543 0.740 -0.084
C -3.106 -0.448 -0.778
C -2.005 -0.559 -1.620
C -1.643 -1.778 -2.161
C -2.382 -2.911 -1.865
C -3.501 -2.819 -1.060
C -3.887 -1.595 -0.525
O -4.992 -1.603 0.266
C -5.694 -0.386 0.498
C 1.885 -0.272 0.765
C 3.091 -0.940 0.915
O 3.231 -2.109 1.590
C 2.094 -2.665 2.206
C 4.277 -0.431 0.350
O 5.394 -1.176 0.602
C 6.471 -1.161 -0.308
H 4.752 2.359 -2.508
H 5.028 3.307 -1.015
H 6.407 2.632 -1.915
H 2.954 2.354 -1.069
H 0.748 2.426 -0.769
H -1.500 3.340 0.340
H -1.517 2.519 -1.243
H -5.616 2.471 1.748
H -1.419 0.315 -1.858
H -0.779 -1.844 -2.804
H -2.093 -3.868 -2.272
H -4.097 -3.688 -0.829
H -6.233 -0.529 1.440
H -6.438 -0.249 -0.308
H 0.977 -0.654 1.192
H 1.322 -2.922 1.473
H 2.444 -3.573 2.695
H 1.669 -1.989 2.953
H 7.066 -0.249 -0.222
H 7.083 -2.022 -0.039
H 6.127 -1.269 -1.340
*
```


Entry 2:
Entry from the OMol25 dataset: a structure of composition C5H15INO2 (ωB97M-V/def2-TZVPD).

- Energy above the lowest of the compared OMol25 structures with the same formula, charge and spin: 2.699 eV
- HOMO level: -3.979 eV
- Lowest unoccupied orbital energy: 3.43 eV
- DFT total energy: -19113.3724 eV

Structure (ORCA input):
```
! RIJCOSX wB97M-V def2-TZVPD def2/J DEFGRID3
* xyz -1 1
I -1.155 0.765 2.972
C -1.442 1.617 -0.991
C -1.646 0.102 -0.814
C -0.239 -0.622 -0.700
O 0.423 -0.568 -2.001
C 1.828 -0.694 -2.007
N -2.429 -0.085 0.403
H -1.083 1.647 -2.020
H -0.662 2.034 -0.353
H -2.283 2.310 -0.952
H -2.077 -0.233 -1.757
H -0.394 -1.691 -0.554
H 0.311 -0.236 0.158
H 2.216 -0.761 -0.991
H 2.360 0.008 -2.650
H 2.092 -1.643 -2.474
H -2.330 -1.080 0.546
H -2.027 0.301 1.245
C 1.632 -0.501 2.071
O 1.302 0.914 1.801
H 2.666 -0.783 1.872
H 1.546 -0.603 3.152
H 0.919 -1.276 1.789
H 0.472 1.074 2.256
*
```


Entry 3:
Entry from the OMol25 dataset: a cluster of 2 separate species, C3H9NO2 in total (ωB97M-V/def2-TZVPD).

- Energy above the lowest of the compared OMol25 structures with the same formula, charge and spin: 3.168 eV
- Structure (SMILES): NCCC=O.O
- HOMO level: -8.650 eV
- Lowest unoccupied orbital energy: 0.93 eV
- DFT total energy: -8839.7870 eV

Structure (ORCA input):
```
! RIJCOSX wB97M-V def2-TZVPD def2/J DEFGRID3
* xyz 0 1
N 0.913 2.111 1.963
C 0.081 0.938 1.651
C 0.611 0.093 0.562
C -0.242 -1.190 0.584
O -0.277 -1.816 -0.431
H 1.698 2.606 1.415
H 0.674 2.812 2.582
H -0.274 0.398 2.502
H -0.887 1.516 1.143
H 1.691 -0.152 0.847
H 0.689 0.619 -0.328
H -0.620 -1.662 1.464
O -0.932 -0.613 -3.607
H -1.751 -0.842 -4.016
H -0.641 0.311 -3.832
*
```


no.,orbital gap (Ha)
1,0.298
2,0.272
3,0.352